# 1
Computed, not measured: 18 unconnected molecules or ions with the total composition C2H38O19 in a non-equilibrium geometry, with ωB97M-V with the def2-TZVPD basis set.

The geometry in ORCA input format:
```
! wB97M-V def2-TZVPD RIJCOSX def2/J DEFGRID3
* xyz -2 1
O 1.53 0.47 0.72
C 0.35 -0.17 0.34
C -0.39 0.59 -0.74
O -1.38 -0.21 -1.32
H -0.29 -0.32 1.27
H 0.58 -1.12 0.03
H 0.27 0.95 -1.55
H -0.87 1.43 -0.37
O -0.09 3.80 -1.20
H -0.86 3.33 -1.66
H 0.07 3.41 -0.33
O -2.19 2.57 -2.12
H -2.16 2.60 -3.06
H -1.93 1.67 -1.87
O 0.51 2.85 1.33
H 0.56 1.94 0.92
H 1.38 3.23 1.50
O -0.05 1.40 3.73
H -0.23 1.70 2.86
H -0.77 1.73 4.30
O 3.38 1.35 2.44
H 3.27 2.28 2.19
H 2.69 1.02 1.86
O -0.01 -1.11 -3.44
H -0.51 -0.89 -2.65
H -0.54 -1.67 -4.02
O 2.89 -1.75 0.39
H 2.89 -1.65 -0.56
H 2.27 -1.06 0.65
O -0.99 -3.21 2.12
H -1.68 -3.89 2.37
H -1.18 -2.33 2.56
O -0.55 1.33 -4.27
H 0.06 1.89 -3.83
H -0.43 0.49 -3.81
O 2.73 1.32 -1.52
H 2.08 1.80 -2.01
H 2.18 0.83 -0.86
O 1.64 -3.85 1.91
H 0.75 -4.00 2.13
H 1.68 -2.93 1.72
O 1.76 -1.19 3.03
H 2.21 -0.64 3.64
H 1.51 -0.55 2.38
O 2.33 -2.01 -2.54
H 1.50 -1.54 -2.63
H 2.68 -1.69 -3.36
O -3.91 -0.28 -2.23
H -4.02 -1.11 -2.62
H -3.04 -0.22 -1.85
O -1.66 -0.85 3.18
H -2.00 -0.49 2.37
H -1.16 -0.05 3.43
O -2.83 0.29 0.92
H -2.61 1.22 0.97
H -2.32 -0.09 0.18
O -1.97 -2.49 -0.49
H -1.70 -1.61 -0.84
H -1.38 -2.49 0.30
*
```

* energy relative to the best compared isomer or geometry (same formula, charge and spin): 11.8 kcal per mole
* HOMO-LUMO gap: 7.89 eV
* molar mass: 366.307 g mol⁻¹

# 2
Computed, not measured: a molecular structure, C2H3AgF4NO5S2 in a non-equilibrium geometry, with ωB97M-V with the def2-TZVPD basis set.

The geometry in ORCA input format:
```
! wB97M-V def2-TZVPD RIJCOSX def2/J DEFGRID3
* xyz -1 1
N 1.29 0.01 0.79
S 1.25 1.65 0.93
O -0.37 1.87 1.47
O 1.96 2.01 2.18
S 1.51 -0.58 -0.67
O 0.42 -0.20 -1.61
O 2.89 -0.50 -1.13
C 1.23 -2.41 -0.42
F 0.67 -2.89 -1.52
F 2.38 -3.03 -0.22
F 0.43 -2.62 0.61
Ag -0.98 1.66 -2.01
F -2.60 2.80 -2.56
C -2.04 0.38 0.86
O -1.30 1.50 0.41
H -3.09 0.67 0.72
H -1.82 -0.51 0.25
H -1.82 0.17 1.91
*
```

* HOMO-LUMO gap: 9.34 eV
* molar mass: 369.042 g mol⁻¹

# 3
Computed, not measured: a molecular structure, C2H3AgLiO in a non-equilibrium geometry, with ωB97M-V with the def2-TZVPD basis set.

The geometry in ORCA input format:
```
! wB97M-V def2-TZVPD RIJCOSX def2/J DEFGRID3
* xyz 1 3
O 1.93 -0.36 1.76
C 1.74 -1.30 1.13
Ag 1.20 0.51 -3.02
Li -1.41 -0.22 -3.12
H 1.79 -2.23 0.62
C 0.26 -0.72 -1.64
H 0.74 -1.48 -2.27
H -0.56 -1.23 -1.11
*
```

* energy relative to the best compared isomer or geometry (same formula, charge and spin): 35.9 kcal per mole
* <S²>: 2.008
* HOMO-LUMO gap (alpha / beta): 3.67 / 8.29 eV
* molar mass: 157.854 g mol⁻¹

# 4
Computed, not measured: a molecular structure, C2H3AuO2 in a non-equilibrium geometry, with ωB97M-V with the def2-TZVPD basis set.

The geometry in ORCA input format:
```
! wB97M-V def2-TZVPD RIJCOSX def2/J DEFGRID3
* xyz 2 3
O -0.71 1.49 0.07
C 0.16 0.80 -0.38
Au 1.75 0.20 0.48
O 0.11 -0.61 -0.03
C -1.15 -1.29 0.06
H -0.92 -2.35 0.12
H -1.72 -0.98 0.95
H -1.75 -1.04 -0.82
*
```

* energy relative to the best compared isomer or geometry (same formula, charge and spin): 0.0 kcal per mole
* <S²>: 2.024
* HOMO-LUMO gap (alpha / beta): 9.19 / 6.63 eV
* molar mass: 256.011 g mol⁻¹